Arrangement P

DFT (ωB97M-V with the def2-TZVPD basis set) results for a gas-phase ion, C4H9N3 (charge +2).

The geometry in ORCA input format:
```
! RIJCOSX wB97M-V def2-TZVPD def2/J DEFGRID3
* xyz 2 1
C -2.47225 -0.00347 0.23005
N -1.17680 -0.30582 -0.16481
C -0.64745 -1.49011 -0.22542
N 0.59458 -1.61327 -0.18979
N 1.05394 -0.24826 0.30280
C 2.41460 0.04601 0.02756
C -0.08292 0.63267 -0.35546
H -2.56686 0.93841 0.78765
H -3.02999 0.08676 -0.78298
H -3.02465 -0.75137 0.86249
H 0.93665 -0.08556 1.27460
H 2.78860 -0.24721 -1.05944
H 2.40311 1.17801 -0.08378
H 3.05785 -0.66532 0.61012
H 0.09372 0.91490 -1.38312
H -0.34213 1.61361 0.14954
*
```

Output
- gap between HOMO and LUMO (spin up / spin down) (Eh) = 0.3223 / 0.2858
- SMILES = C[N+]1=C=N[N@@H+](C)C1
- HOMO energy (spin up / spin down) (eV) = -21.5 / -21.4

=====

Arrangement Q

DFT (ωB97M-V with the def2-TZVPD basis set) results for a gas-phase ion, C4H9N3 (charge +2).

The geometry in ORCA input format:
```
! RIJCOSX wB97M-V def2-TZVPD def2/J DEFGRID3
* xyz 2 1
C -0.88085 1.43536 0.99341
C -0.71206 -1.44309 0.90231
C 0.72655 1.46800 -0.76675
C 0.35846 0.04383 -1.00359
N 0.01209 2.11383 0.45555
N -0.45753 -0.46941 0.04415
N -0.14840 -2.61463 0.79693
H -1.60686 1.44858 1.81683
H -1.39204 -1.16294 1.64089
H 1.81567 1.58331 -0.51607
H 0.29183 2.09060 -1.63182
H -0.22585 -0.23122 -1.90089
H 1.24641 -0.49913 -0.94757
H 0.15669 3.18399 0.59865
H -0.45398 -3.41737 1.42445
H 0.37477 -2.82004 -0.07316
*
```

Output
- gap between HOMO and LUMO (Eh) = 0.3193
- HOMO energy (eV) = -19.3

=====

What should be chosen as the most stable of them? Choose arrangement Q.